Record 1
{"formula": "C49H53BrCl3EuINO4P2SSi", "method": "ωB97M-V/def2-TZVPD", "symbols": ["Eu", "Cl", "C", "Cl", "H", "H", "O", "P", "C", "P", "O", "C", "C", "C", "C", "C", "C", "C", "C", "C", "C", "C", "C", "C", "C", "C", "C", "C", "C", "C", "C", "C", "C", "C", "C", "H", "H", "H", "H", "H", "H", "H", "H", "H", "H", "H", "H", "H", "H", "H", "H", "H", "H", "H", "H", "H", "H", "Cl", "C", "H", "H", "C", "O", "H", "H", "H", "Br", "C", "C", "C", "C", "Si", "O", "C", "C", "C", "C", "C", "C", "C", "C", "C", "C", "C", "C", "H", "H", "H", "H", "H", "H", "H", "H", "H", "H", "H", "H", "H", "H", "H", "H", "H", "H", "H", "S", "C", "N", "C", "C", "C", "C", "H", "H", "H", "H", "H", "I"], "coordinates": [[-0.2632, -0.7337, -0.6337], [-3.8801, -1.1770, -3.2297], [-2.9442, -0.0802, -4.2435], [-1.2008, -0.1098, -3.8656], [-3.3167, 0.9288, -4.1018], [-3.0662, -0.4205, -5.2650], [-0.3397, 0.7730, 1.2929], [-1.0970, 0.9420, 2.5508], [-2.8256, 0.2736, 2.5471], [-3.2489, -2.2630, 2.8352], [-2.9940, -0.9376, 1.8591], [-3.8832, -3.3760, 1.5270], [-4.5324, -2.8891, 0.3966], [-5.0518, -3.7725, -0.5351], [-4.9297, -5.1416, -0.3438], [-4.2837, -5.6283, 0.7813], [-3.7559, -4.7464, 1.7124], [-4.9695, -1.8133, 3.4434], [-5.8217, -0.8654, 2.8815], [-7.0893, -0.6575, 3.4068], [-7.5270, -1.3952, 4.4985], [-6.6764, -2.3234, 5.0837], [-5.4044, -2.5164, 4.5654], [-1.4802, 2.7038, 2.8166], [-0.7433, 3.6146, 2.0654], [-1.0335, 4.9684, 2.1359], [-2.0729, 5.4124, 2.9412], [-2.8202, 4.5064, 3.6808], [-2.5214, 3.1537, 3.6233], [-0.1885, 0.3796, 4.0069], [-0.7079, 0.4228, 5.2955], [0.0573, -0.0250, 6.3606], [1.3438, -0.4993, 6.1380], [1.8658, -0.5298, 4.8519], [1.1001, -0.0944, 3.7813], [-3.3953, 1.0356, 2.0096], [-3.2102, 0.1896, 3.5722], [-4.6072, -1.8212, 0.2272], [-5.5340, -3.3844, -1.4242], [-5.3125, -5.8285, -1.0892], [-4.1670, -6.6962, 0.9221], [-3.2103, -5.1134, 2.5745], [-5.4997, -0.2962, 2.0154], [-7.7440, 0.0819, 2.9593], [-8.5254, -1.2467, 4.8932], [-7.0066, -2.8901, 5.9469], [-4.7260, -3.2310, 5.0221], [0.0331, 3.2360, 1.4082], [-0.4529, 5.6799, 1.5615], [-2.3089, 6.4691, 2.9845], [-3.6395, 4.8576, 4.2962], [-3.1149, 2.4474, 4.1921], [-1.7069, 0.8055, 5.4754], [-0.3503, -0.0093, 7.3644], [1.9387, -0.8531, 6.9719], [2.8663, -0.9050, 4.6793], [1.4762, -0.1360, 2.7640], [-3.9383, 1.1570, -0.4466], [-2.1449, 1.2568, -0.9538], [-1.8156, 2.0856, -0.3144], [-2.2412, 1.7271, -1.9406], [3.0164, 0.3372, 0.4497], [1.8294, -0.1803, 0.0719], [3.7480, 0.4371, -0.3833], [3.5337, -0.2766, 1.2225], [2.9264, 1.3571, 0.8978], [-0.0380, -2.4796, 1.6424], [1.6288, -1.7532, -5.7125], [2.7074, -2.1400, -4.6973], [2.4737, -3.5882, -4.2562], [4.0820, -2.0253, -5.3621], [2.5648, -0.9985, -3.1410], [1.0899, -0.9136, -2.6042], [3.1871, 0.7221, -3.7146], [2.2963, 1.5023, -4.4572], [2.6073, 2.7928, -4.8574], [3.8328, 3.3501, -4.5175], [4.7392, 2.5966, -3.7867], [4.4145, 1.3035, -3.3936], [3.7522, -1.8426, -1.9124], [5.1460, -1.7742, -1.9141], [5.9108, -2.4164, -0.9474], [5.2895, -3.1564, 0.0478], [3.9048, -3.2708, 0.0498], [3.1542, -2.6237, -0.9192], [1.6324, -2.4345, -6.5747], [1.7919, -0.7363, -6.0823], [0.6419, -1.7954, -5.2468], [2.4832, -4.2701, -5.1177], [1.5055, -3.6837, -3.7561], [3.2456, -3.9109, -3.5541], [4.1376, -2.6627, -6.2550], [4.8738, -2.3367, -4.6749], [4.2817, -0.9933, -5.6673], [1.3251, 1.0916, -4.7091], [1.8887, 3.3743, -5.4240], [4.0725, 4.3678, -4.8065], [5.6985, 3.0234, -3.5112], [5.1370, 0.7449, -2.8094], [5.6604, -1.2145, -2.6892], [6.9922, -2.3226, -0.9650], [5.8756, -3.6412, 0.8213], [3.4005, -3.8365, 0.8243], [2.0764, -2.7269, -0.9107], [0.6106, 2.9265, -1.7228], [1.7509, 3.9061, -1.0375], [1.4007, 5.2138, -0.7357], [2.2222, 6.1150, -0.1384], [3.4848, 5.7643, 0.1998], [3.9303, 4.4514, -0.1191], [3.0987, 3.5602, -0.7206], [0.4574, 5.4594, -0.9986], [1.8099, 7.0993, 0.0349], [4.1377, 6.4732, 0.6873], [4.9479, 4.1662, 0.1160], [3.4261, 2.5695, -0.9916], [-1.1553, -3.4026, -1.8024]], "atomic_forces_ev_per_a": [[2.105, 0.695, -0.219], [-0.114, 0.000, 0.039], [0.335, 0.029, -0.018], [-0.529, -0.097, -0.259], [0.003, -0.023, 0.050], [0.041, 0.122, -0.057], [-0.026, 0.144, -0.014], [-0.752, -0.011, 0.485], [0.249, 0.079, 0.028], [-0.500, 0.069, -0.395], [0.073, -0.149, 0.156], [0.181, 0.020, 0.064], [-0.014, 0.024, -0.080], [0.013, 0.062, 0.007], [-0.023, -0.028, -0.017], [-0.010, -0.086, 0.008], [0.084, 0.086, 0.008], [0.288, -0.072, 0.272], [0.075, 0.016, -0.149], [-0.029, 0.022, -0.004], [0.017, -0.022, 0.045], [-0.082, -0.024, 0.028], [0.020, 0.021, -0.069], [0.132, -0.117, -0.109], [0.041, -0.044, -0.047], [-0.006, 0.053, 0.060], [0.020, 0.046, -0.012], [0.005, 0.023, 0.050], [0.040, -0.002, 0.033], [0.051, 0.050, -0.220], [-0.027, -0.001, -0.007], [-0.040, 0.014, 0.068], [0.022, -0.018, -0.061], [-0.002, 0.031, 0.122], [0.062, -0.003, -0.141], [-0.053, -0.006, 0.044], [0.102, 0.252, 0.060], [0.054, 0.012, -0.004], [0.028, -0.026, -0.014], [-0.003, 0.002, 0.011], [0.018, 0.002, -0.011], [0.005, -0.052, -0.015], [0.036, -0.020, -0.012], [0.026, -0.022, -0.027], [0.019, 0.028, 0.015], [0.016, -0.013, -0.012], [-0.052, -0.008, 0.054], [0.012, 0.056, 0.017], [0.012, -0.040, -0.025], [-0.004, -0.006, 0.006], [-0.004, -0.028, 0.005], [-0.022, 0.047, 0.011], [-0.013, -0.038, 0.005], [-0.001, 0.014, -0.008], [-0.005, 0.001, 0.001], [-0.013, -0.013, -0.033], [-0.018, -0.040, -0.002], [-0.265, -0.094, -0.034], [0.242, 0.034, -0.037], [0.074, -0.039, 0.001], [0.028, -0.122, -0.041], [0.201, 0.231, 0.319], [-1.055, -0.207, -0.590], [-0.036, -0.001, 0.054], [-0.033, -0.016, -0.101], [0.004, -0.120, -0.024], [-0.126, -0.285, 0.419], [-0.038, 0.060, 0.169], [-0.020, 0.054, -0.111], [-0.096, 0.112, 0.107], [-0.065, 0.101, 0.160], [0.539, -0.500, -0.315], [-0.895, 0.289, 0.582], [0.033, -0.110, 0.290], [-0.120, -0.055, -0.021], [0.036, 0.106, -0.037], [0.014, 0.020, 0.015], [0.056, 0.079, -0.036], [0.072, -0.065, 0.006], [-0.011, 0.253, 0.018], [0.007, 0.001, -0.102], [0.101, 0.006, 0.027], [-0.047, -0.011, 0.009], [0.021, 0.012, 0.054], [-0.063, -0.027, -0.065], [0.054, -0.009, -0.006], [-0.051, -0.018, -0.077], [-0.009, 0.004, -0.057], [0.013, 0.033, -0.043], [0.007, -0.058, 0.011], [-0.003, -0.069, -0.022], [-0.007, -0.021, 0.006], [0.040, -0.010, -0.050], [0.058, -0.027, -0.046], [-0.045, 0.040, 0.040], [-0.029, -0.011, 0.008], [0.004, -0.027, -0.008], [-0.030, -0.017, 0.018], [-0.052, 0.057, 0.034], [0.012, -0.017, 0.036], [-0.010, -0.024, -0.003], [0.023, 0.002, -0.023], [-0.025, -0.011, -0.028], [0.011, -0.029, 0.089], [-1.306, -1.051, -0.811], [4.268, -0.316, 1.223], [-1.644, 0.512, -0.399], [-0.135, 0.891, 0.308], [0.500, -1.169, -0.297], [2.255, 2.263, 1.502], [-3.973, -1.220, -1.809], [0.106, 0.097, 0.083], [-0.020, -0.026, 0.033], [-0.008, 0.051, -0.004], [-0.049, 0.014, 0.033], [-0.068, -0.101, 0.041], [-0.285, -0.454, -0.208]], "lowdin_charge": [1.390, 0.459, -0.982, 0.549, 0.018, 0.013, -0.491, 0.786, -0.374, 0.996, -0.490, -0.361, -0.095, -0.101, -0.104, -0.100, -0.108, -0.335, -0.080, -0.092, -0.117, -0.110, -0.119, -0.243, -0.057, -0.076, -0.098, -0.092, -0.082, -0.270, -0.087, -0.102, -0.098, -0.068, -0.101, 0.037, 0.077, 0.084, 0.092, 0.094, 0.093, 0.096, 0.095, 0.097, 0.089, 0.091, 0.091, 0.097, 0.087, 0.094, 0.096, 0.098, 0.095, 0.092, 0.093, 0.105, 0.069, 0.316, -0.718, -0.103, -0.100, -0.326, -0.532, 0.057, 0.070, 0.060, -0.154, -0.111, -0.598, -0.101, -0.106, 0.413, -0.593, -0.188, -0.129, -0.110, -0.118, -0.113, -0.104, -0.215, -0.124, -0.117, -0.118, -0.079, -0.106, 0.073, 0.063, 0.046, 0.074, 0.039, 0.070, 0.071, 0.062, 0.068, 0.069, 0.094, 0.089, 0.092, 0.078, 0.079, 0.084, 0.085, 0.098, 0.049, 0.852, -0.756, -0.009, -0.148, -0.094, -0.124, -0.106, 0.110, 0.103, 0.094, 0.088, 0.078, -0.165], "spin_multiplicity": 7, "lumo_energy_ev": [3.78, 1.89], "total_charge": -2, "e_homo_ha": [-0.0455, -0.0780], "energy_ha": -8587.84193}

Record 2
{"formula": "C5H10O", "method": "ωB97M-V/def2-TZVPD", "symbols": ["C", "C", "C", "C", "H", "H", "H", "H", "H", "H", "C", "O", "H", "H", "H", "H"], "coordinates": [[-1.2146, 1.1091, -0.0973], [-0.8289, 0.3477, 1.1693], [0.3594, 0.7075, 2.0157], [0.4557, -0.4199, 1.3906], [-1.8477, 0.5065, -0.7648], [-1.8007, 1.9984, 0.1658], [-0.3463, 1.4491, -0.6716], [-1.7158, -0.0277, 1.6914], [0.7756, 1.3846, 2.7421], [0.9850, -1.3399, 1.1988], [1.1221, -0.7964, -1.6644], [0.4536, -1.8499, -1.0023], [0.5189, -0.3833, -2.4844], [2.0373, -1.2240, -2.0773], [1.4044, 0.0302, -0.9929], [-0.3579, -1.4919, -0.6188]], "atomic_forces_ev_per_a": [[0.074, 0.022, -0.008], [-0.284, 0.036, 0.032], [0.016, -0.322, -0.078], [0.004, 0.367, 0.340], [0.150, 0.042, 0.134], [0.082, -0.144, -0.009], [-0.076, -0.077, 0.163], [0.081, 0.059, -0.026], [-0.046, 0.050, -0.108], [-0.047, 0.196, -0.007], [0.233, 0.172, -0.265], [-0.301, -0.059, -0.084], [0.124, -0.059, 0.088], [-0.087, 0.082, -0.031], [-0.082, -0.261, -0.060], [0.161, -0.105, -0.082]], "lowdin_charge": [-0.098, -0.326, -0.010, -0.045, 0.071, 0.071, 0.064, 0.110, 0.093, 0.102, -0.175, -0.141, 0.083, 0.082, 0.064, 0.055], "lumo_energy_ev": 1.07, "e_homo_ha": -0.3518, "e_above_lowest_kj_mol": 325.2, "smiles": "CC1C=C1.CO", "energy_ha": -271.62875}

Record 3
{"formula": "C11H29BBr4Cl2NO5V", "method": "ωB97M-V/def2-TZVPD", "symbols": ["O", "V", "O", "O", "C", "C", "O", "H", "H", "H", "H", "B", "H", "H", "H", "H", "Br", "C", "C", "Br", "H", "H", "H", "H", "Br", "C", "C", "Br", "H", "H", "H", "H", "C", "C", "C", "O", "C", "N", "H", "H", "H", "H", "H", "H", "H", "H", "H", "H", "H", "C", "Cl", "Cl", "H", "H"], "coordinates": [[0.0162, 1.5071, -0.3971], [-0.2990, -0.0327, -0.3945], [1.1344, -0.8032, -0.2704], [-2.1993, -0.6197, 4.3654], [-0.8622, -0.8019, 4.1512], [-0.4472, -1.1748, 2.7057], [-0.7782, -0.3378, 1.6583], [-0.4077, -1.5427, 4.8453], [-0.3636, 0.1753, 4.3709], [-0.8650, -2.1998, 2.5544], [0.6426, -1.4250, 2.6323], [-2.9469, 0.5495, -0.3376], [-2.5673, 1.4254, 0.3215], [-4.0155, 0.7567, -0.7611], [-2.1913, 0.3651, -1.1923], [-3.0697, -0.4172, 0.2962], [2.9616, 2.2270, -0.2947], [2.3920, 1.9131, 1.5806], [3.4894, 1.1448, 2.2751], [3.2424, 1.2866, 4.2033], [1.4032, 1.4576, 1.5908], [2.3575, 2.9244, 1.9786], [4.4779, 1.5355, 2.0669], [3.4238, 0.0909, 2.0195], [0.2201, 4.7900, -1.8549], [-0.5424, 4.4463, -0.0957], [-2.0357, 4.6192, -0.0941], [-2.7156, 4.3788, 1.7229], [-0.0032, 5.1290, 0.5595], [-0.2257, 3.4423, 0.1845], [-2.4301, 3.7873, -0.6761], [-2.3860, 5.5883, -0.4258], [-1.1101, -3.7425, -2.7140], [-0.4745, -2.4668, -2.1377], [-0.3905, -1.4225, -3.2592], [-0.0162, -0.1916, -2.6430], [0.6436, 0.7314, -3.4837], [-1.2454, -1.9784, -0.9864], [-1.3087, -4.5031, -1.9580], [-0.4737, -4.2022, -3.4755], [-2.0772, -3.4493, -3.1324], [0.5542, -2.6519, -1.8280], [-1.3299, -1.2163, -3.7851], [0.3953, -1.7611, -3.9415], [0.6680, 1.6595, -2.9127], [0.0622, 0.9178, -4.3947], [1.6434, 0.3770, -3.7464], [-1.2882, -2.7047, -0.2799], [-2.1870, -1.8185, -1.3426], [2.5576, -3.0873, 1.3286], [4.2937, -2.5788, 1.4233], [2.3481, -4.7752, 1.7235], [2.0511, -2.3681, 1.9637], [2.2744, -2.9529, 0.2931]], "atomic_forces_ev_per_a": [[0.213, 1.068, -0.653], [0.429, -1.920, 5.243], [-0.568, 0.315, -0.422], [0.614, -0.798, -0.108], [-1.575, 1.906, -0.056], [0.525, -1.652, -0.926], [0.096, 1.196, -2.228], [0.428, -0.435, -0.174], [0.640, -0.009, -0.028], [-0.429, 0.068, -0.128], [0.226, 0.468, 0.548], [-0.935, 0.032, 0.842], [0.335, 0.965, 0.691], [-1.086, 0.480, -1.002], [1.349, -0.276, -1.902], [0.060, -1.111, 0.680], [0.040, -0.178, 0.360], [0.469, 0.788, -0.179], [-0.445, -0.369, -0.208], [0.012, -0.057, 0.070], [0.116, -0.215, -0.142], [-0.204, -0.039, 0.028], [-0.011, 0.043, -0.050], [0.155, 0.000, 0.081], [-0.136, 0.007, -0.255], [0.724, 0.295, 0.898], [0.143, -0.720, 0.006], [0.159, 0.083, -0.188], [-0.276, 0.222, -0.031], [-0.320, -0.089, -0.319], [-0.415, 0.165, 0.035], [0.077, 0.027, -0.145], [0.113, 0.225, -0.037], [-0.296, -0.887, -0.473], [0.237, 0.538, 1.080], [-0.127, -0.420, -0.306], [-0.414, 0.383, 0.249], [0.085, -0.145, -1.535], [0.145, 0.121, 0.163], [-0.158, 0.072, -0.132], [0.015, -0.251, -0.214], [-0.066, 0.034, 0.225], [-0.069, -0.466, -0.073], [-0.109, 0.141, -0.226], [0.313, -0.022, -0.045], [-0.020, -0.145, -0.019], [0.051, 0.034, 0.082], [0.041, 0.295, 0.330], [-0.160, 0.239, 0.671], [0.830, 0.851, -0.656], [-0.122, -0.274, -0.026], [-0.130, -0.257, 0.370], [-0.431, -0.522, 0.163], [-0.135, 0.194, 0.072]], "lowdin_charge": [-0.449, 0.799, -0.405, -0.398, -0.533, -0.371, -0.304, 0.062, 0.067, 0.090, 0.062, -0.420, -0.046, -0.051, -0.078, -0.032, 0.613, -0.626, -0.704, 0.591, 0.049, 0.039, 0.032, 0.011, 0.570, -0.708, -0.685, 0.620, 0.045, 0.013, 0.053, 0.038, -0.062, -0.404, -0.158, -0.291, -0.067, 0.020, 0.075, 0.073, 0.078, 0.128, 0.139, 0.131, 0.064, 0.092, 0.097, 0.119, 0.091, -1.011, 0.455, 0.499, -0.009, -0.006], "lumo_energy_ev": 3.98, "total_charge": -2, "e_homo_ha": 0.0217, "energy_ha": -13052.67065}

Record 4
{"formula": "C5H12O4", "method": "ωB97M-V/def2-TZVPD", "symbols": ["C", "O", "C", "C", "C", "O", "C", "O", "H", "H", "H", "H", "H", "H", "H", "H", "H", "H", "O", "H", "H"], "coordinates": [[0.0000, 0.0000, 0.0000], [-0.7649, -0.5850, -1.0529], [-0.4014, -2.0220, -1.2295], [-0.5759, -2.4551, -2.5598], [-0.2092, -3.9242, -2.7248], [-0.3048, -4.4881, -4.0578], [-0.0852, -5.7081, -4.3600], [0.3910, -6.5323, -3.5845], [-0.1327, -0.5798, 0.9289], [-0.3406, 1.0337, 0.1788], [1.0739, 0.0218, -0.2507], [0.6376, -2.3408, -1.0186], [-1.0703, -2.5831, -0.5489], [-1.6631, -2.3756, -2.7525], [-0.0572, -1.7923, -3.2789], [-0.7108, -4.5348, -1.9496], [0.8750, -3.9214, -2.5017], [-0.4127, -5.7654, -5.4169], [-1.0786, 2.0418, 1.8872], [-1.0567, 2.8767, 2.4076], [-1.1846, 2.3341, 0.9537]], "atomic_forces_ev_per_a": [[-0.030, -0.141, 0.033], [1.343, -1.763, -0.315], [0.217, 1.331, 3.549], [-2.925, -0.628, -4.647], [2.256, -0.391, 0.880], [-1.733, 4.208, 0.846], [1.213, -2.630, 1.365], [-0.946, 0.828, -1.779], [0.047, 0.312, -0.155], [0.250, -0.967, -0.439], [-0.256, -0.010, 0.033], [-0.005, 1.126, 0.918], [0.400, 0.142, -0.066], [0.316, 0.206, -0.518], [-0.105, -0.466, 0.281], [0.100, 0.009, -0.747], [-0.326, -0.581, 0.164], [0.438, -1.006, 0.220], [-0.136, 1.369, -0.206], [-0.064, -0.850, -0.547], [-0.055, -0.099, 1.130]], "lowdin_charge": [-0.115, -0.173, -0.259, -0.214, -0.138, -0.004, -0.387, 0.051, 0.095, 0.050, 0.092, 0.134, 0.143, 0.137, 0.146, 0.147, 0.136, 0.153, -0.091, 0.057, 0.040], "lumo_energy_ev": 0.68, "e_homo_ha": -0.3693, "e_above_lowest_kj_mol": 237.1, "smiles": "COCCCOC=O.O", "energy_ha": -498.60336}